Here is C32H48F3O25V as an isolated structure at a distorted geometry from the OMol25 dataset. Energies are from wB97M-V/def2-TZVPD.

HOMO energy	-9.67	eV
energy relative to the best compared isomer or geometry (same formula, charge and spin)	63.1	kcal/mol
gap between HOMO and LUMO	8.2	eV

```
! wB97M-V def2-TZVPD RIJCOSX def2/J DEFGRID3
* xyz 0 1
O 1.50784 4.45888 -0.62709
V 1.52143 4.27783 -2.17104
O 1.39157 5.64470 -2.86259
C 1.95193 1.14411 -1.94807
O 1.26508 1.57874 -0.73287
O 1.80127 2.15822 -2.80499
C 3.28247 0.43461 -1.61638
F 4.27736 1.36128 -1.86606
F 3.45595 0.07595 -0.34401
F 3.54295 -0.62272 -2.39976
C 0.46913 0.63340 0.00874
C -0.86255 1.40089 0.05274
H -1.26804 1.67738 -0.92000
H -1.61614 0.89723 0.66295
H -0.56882 2.35822 0.48846
H 0.94044 0.51204 0.98249
H 0.30692 -0.34165 -0.45907
H 1.40177 0.26755 -2.34509
C 2.04387 -3.12902 -0.85377
C 0.79930 -3.69534 -0.22025
C 1.02253 -5.14454 0.31774
O 0.78446 -5.07479 1.71102
C 0.53562 -3.82270 2.07505
O 0.13558 -3.50169 3.16491
O 0.58622 -3.00809 1.03407
H 2.93327 -3.01690 -0.23387
H 1.85590 -2.22334 -1.42341
H 2.33131 -4.00144 -1.45444
H -0.13323 -3.53802 -0.75889
H 2.06987 -5.39263 0.14014
H 0.37663 -5.88822 -0.14448
C -2.38290 -1.46336 -3.22795
C -3.79488 -1.32091 -2.66886
C -3.86115 -0.80049 -1.20630
O -4.96338 0.04331 -1.19588
C -5.36139 0.35535 -2.43094
O -6.17933 1.18593 -2.67955
O -4.57266 -0.29718 -3.31249
H -2.19490 -1.88353 -4.21109
H -1.95167 -2.20648 -2.54565
H -1.75129 -0.60612 -2.98902
H -4.30936 -2.28310 -2.70298
H -3.00754 -0.20350 -0.86244
H -4.01413 -1.56906 -0.44471
C -4.69432 4.28774 -4.61986
C -3.94750 4.88349 -3.43471
C -3.99740 4.08506 -2.17149
O -2.60973 3.75510 -1.93675
C -1.87740 4.14532 -2.98425
O -0.70051 3.93202 -3.05497
O -2.58678 4.92816 -3.84097
H -5.75921 4.48896 -4.49958
H -4.38698 3.26630 -4.84594
H -4.36995 4.82588 -5.51348
H -4.34133 5.89694 -3.32236
H -4.62964 3.19855 -2.23190
H -4.44126 4.69803 -1.38678
C -2.82361 -2.13123 2.43093
C -2.67678 -1.13128 3.58122
C -2.07658 -1.73355 4.92581
O -1.06750 -0.80806 5.22476
C -0.85046 0.07203 4.25530
O 0.03147 0.86983 4.21027
O -1.68331 -0.18680 3.22071
H -2.05613 -2.88078 2.62882
H -2.61145 -1.58997 1.50936
H -3.72200 -2.72933 2.28052
H -3.56903 -0.55607 3.83657
H -1.64031 -2.71972 4.75164
H -2.81944 -1.90421 5.70335
C 5.13745 -2.66640 -4.64047
C 4.03700 -3.71843 -4.89241
C 4.55274 -4.98621 -5.56862
O 4.67296 -5.94387 -4.53605
C 3.86932 -5.55298 -3.52570
O 3.65387 -6.18396 -2.53579
O 3.53211 -4.26419 -3.69343
H 5.68146 -2.25490 -5.49443
H 5.88104 -3.08798 -3.96498
H 4.71064 -1.72834 -4.28053
H 3.23624 -3.36367 -5.54161
H 5.58748 -4.94024 -5.92306
H 3.93212 -5.33342 -6.39902
C -0.08580 4.51714 2.88288
C -0.52608 5.57723 3.86981
C -1.99833 5.94187 3.80291
O -2.41350 5.92850 5.15870
C -1.44106 5.43285 5.91714
O -1.50884 5.36307 7.10787
O -0.30430 5.14930 5.21978
H -0.31083 3.51065 3.24893
H 1.00528 4.49451 2.87262
H -0.49904 4.59260 1.87888
H 0.08612 6.46155 3.68152
H -2.65042 5.37113 3.13716
H -2.07394 6.91763 3.31266
C 2.32471 -1.79595 5.33426
C 2.94623 -1.93203 3.94237
C 2.72175 -0.82061 2.91164
O 3.94808 -0.94106 2.19873
C 4.92454 -1.54409 2.94648
O 6.07023 -1.51927 2.64670
O 4.34495 -2.06538 4.02763
H 2.48121 -2.66617 5.96904
H 1.25706 -1.80064 5.08968
H 2.48877 -0.88828 5.91242
H 2.47403 -2.83309 3.53922
H 2.57176 0.17929 3.32701
H 1.79283 -0.99939 2.36952
*
```


Here is one molecule with the formula CH3ClIN at a distorted geometry from the OMol25 dataset. Energies are from wB97M-V/def2-TZVPD.

SMILES string	N[C@H](Cl)I
HOMO energy	-9.75	eV
energy relative to the best compared isomer or geometry (same formula, charge and spin)	1.7	kcal/mol
gap between HOMO and LUMO	10.0	eV

```
! wB97M-V def2-TZVPD RIJCOSX def2/J DEFGRID3
* xyz 0 1
N 0.79021 0.57232 -0.41868
C -0.40854 -0.06753 0.31515
Cl -0.26477 -1.84760 -0.08608
I -2.32248 0.73612 -0.03290
H 0.89086 0.26198 -1.34110
H 1.68053 0.38126 0.10693
H -0.36581 -0.03656 1.45667
*
```


Here is C31H45N8O2PdS3SbSe as an isolated structure from the OMol25 dataset. Energies are from wB97M-V/def2-TZVPD.

HOMO energy (alpha / beta)	-10.46 / -10.46	eV
energy relative to the best compared isomer or geometry (same formula, charge and spin)	4.6	kcal/mol
gap between HOMO and LUMO (alpha / beta)	5.1 / 5.0	eV

```
! wB97M-V def2-TZVPD RIJCOSX def2/J DEFGRID3
* xyz 1 2
Pd -0.92920 -1.05720 -0.19572
S -3.04747 -2.82145 -4.12467
Sb -2.99667 -3.22427 -1.80062
S -3.11427 -1.00478 -0.81054
S -0.64637 -2.95476 -1.40081
C -1.06790 4.43755 -1.16359
C 0.00769 4.31049 -2.23960
C 1.37208 3.91743 -1.68038
C 1.43837 2.49252 -1.14838
N 1.41387 1.49143 -2.22218
C 0.40376 0.69023 -2.57987
Se -1.34980 0.81395 -1.87905
N 0.80185 -0.11463 -3.57673
C -0.00913 -1.08520 -4.31471
C -0.27396 -0.70144 -5.76472
C -1.23322 0.47136 -5.96657
C -0.62833 1.84728 -5.69355
C 2.13813 0.13564 -3.83231
C 3.03905 -0.46010 -4.71333
C 4.32661 0.02733 -4.69974
C 4.71478 1.07145 -3.83913
C 3.82579 1.66004 -2.96866
C 2.52120 1.16925 -2.98440
H -1.99839 4.81679 -1.58663
H -0.74655 5.13056 -0.38375
H -1.28778 3.48443 -0.67892
H 0.10992 5.26979 -2.75012
H -0.29909 3.59651 -3.01420
H 1.62903 4.58200 -0.85215
H 2.14583 4.04740 -2.44187
H 0.61792 2.27590 -0.46567
H 2.36956 2.32830 -0.60752
H -0.94862 -1.18416 -3.77731
H 0.50200 -2.04552 -4.24678
H -0.69896 -1.59415 -6.23019
H 0.66848 -0.50306 -6.28325
H -2.12438 0.31961 -5.34854
H -1.57529 0.44507 -7.00282
H -0.44977 2.02057 -4.63088
H -1.29618 2.63693 -6.03749
H 0.32342 1.96661 -6.21637
H 2.74875 -1.27028 -5.36735
H 5.06297 -0.40613 -5.36231
H 5.74038 1.41308 -3.85925
H 4.13018 2.45388 -2.30076
C 0.67135 -4.73077 1.77550
N 1.13434 -3.95585 2.91215
C 1.81206 -4.67617 3.98272
C 2.65345 -3.72412 4.80256
C 1.78704 -2.57567 5.27385
N 1.02991 -1.99554 4.16861
C 0.55031 -0.64401 4.37618
C 0.64236 -2.70219 3.07746
O -0.13389 -2.21539 2.22329
H 1.41547 -5.49281 1.55031
H 0.55004 -4.08536 0.91298
H -0.28705 -5.22220 1.97274
H 2.43633 -5.44089 3.52131
H 1.07811 -5.19028 4.61549
H 3.47515 -3.33709 4.20053
H 3.07147 -4.24351 5.66439
H 2.40693 -1.78556 5.69740
H 1.09504 -2.91092 6.05570
H 1.36684 -0.03681 4.76832
H -0.27517 -0.61446 5.09583
H 0.22506 -0.21481 3.43546
N 1.19314 -0.66664 -0.13837
C 1.69799 -0.16845 0.79439
C 2.34955 0.43326 1.83937
C 1.92329 1.73596 2.21588
N 1.53784 2.77970 2.52002
C 3.34747 -0.25376 2.57737
N 4.16491 -0.79298 3.18422
O -1.28034 0.61457 1.09194
C -2.05959 0.58613 2.08687
C -2.70418 1.87504 2.50291
C -4.22216 1.86425 2.25880
C -5.01259 1.13367 3.34023
C -4.69944 -0.35423 3.46955
C -3.25418 -0.64686 3.85934
N -2.32008 -0.52439 2.74325
H -2.22357 2.66218 1.92666
H -2.49703 2.06019 3.56119
H -4.42910 1.42782 1.27599
H -4.56141 2.89970 2.21649
H -6.07925 1.25636 3.14343
H -4.81963 1.61917 4.30301
H -4.92016 -0.87447 2.53277
H -5.34996 -0.78429 4.23360
H -3.16571 -1.67217 4.21404
H -2.94351 0.00543 4.68135
H -1.70771 -1.31708 2.52632
*
```


Copy entry 2 word for word.
Here is one molecule with the formula CH3ClIN at a distorted geometry from the OMol25 dataset. Energies are from wB97M-V/def2-TZVPD.

SMILES string	N[C@H](Cl)I
HOMO energy	-9.75	eV
energy relative to the best compared isomer or geometry (same formula, charge and spin)	1.7	kcal/mol
gap between HOMO and LUMO	10.0	eV

```
! wB97M-V def2-TZVPD RIJCOSX def2/J DEFGRID3
* xyz 0 1
N 0.79021 0.57232 -0.41868
C -0.40854 -0.06753 0.31515
Cl -0.26477 -1.84760 -0.08608
I -2.32248 0.73612 -0.03290
H 0.89086 0.26198 -1.34110
H 1.68053 0.38126 0.10693
H -0.36581 -0.03656 1.45667
*
```